[1]
Computed, not measured: 2 unconnected molecules or ions with the total composition C47H41BF12N2O2S, with the ωB97M-V functional and the def2-TZVPD basis.

Structure (XYZ):
```
106
Properties=species:S:1:pos:R:3
C -4.140 5.689 -2.878
C -3.057 4.689 -2.995
C -2.820 3.870 -4.091
C -1.615 3.129 -3.972
C -0.935 3.350 -2.775
B -1.776 -1.136 -0.723
C 0.459 3.183 -2.567
C 1.062 3.806 -1.465
C 2.406 4.064 -1.525
C 3.071 4.783 -0.394
F 3.465 6.044 -0.736
F 2.267 4.889 0.706
F 4.204 4.117 0.024
C 3.174 3.712 -2.641
C 2.573 2.990 -3.663
C 3.302 2.670 -4.937
F 3.235 1.333 -5.239
F 2.745 3.346 -5.997
F 4.617 3.005 -4.895
C 1.256 2.593 -3.573
O -2.358 -0.571 0.358
C -3.482 0.382 0.085
C -4.326 -0.068 -1.120
C -5.009 -1.394 -0.795
C -5.361 0.985 -1.487
C -3.358 -0.236 -2.310
O -2.311 -1.148 -1.981
S -1.922 4.383 -1.727
H -4.577 5.868 -3.865
H -4.927 5.311 -2.216
H -3.764 6.640 -2.483
H -3.492 3.850 -4.948
H -1.206 2.479 -4.740
H 0.458 4.121 -0.619
H 4.218 3.973 -2.692
H 0.797 1.979 -4.344
H -4.056 0.372 1.017
H -3.026 1.373 -0.069
H -5.570 -1.736 -1.669
H -4.287 -2.169 -0.514
H -5.702 -1.250 0.039
H -6.011 0.593 -2.278
H -5.991 1.240 -0.625
H -4.883 1.905 -1.859
H -3.877 -0.654 -3.179
H -2.934 0.740 -2.609
F 2.057 2.519 6.387
C 2.695 2.500 5.186
F 2.020 3.349 4.337
F 3.942 3.063 5.364
C 2.842 1.138 4.583
N 3.501 1.277 3.276
C 4.903 1.266 3.266
C 5.598 0.361 4.087
C 6.989 0.387 4.133
C 7.699 1.331 3.387
C 7.010 2.276 2.618
C 5.620 2.231 2.534
C 2.731 1.283 2.132
C 3.270 1.059 0.842
C 2.448 0.860 -0.252
C 1.026 0.737 -0.140
C 0.172 0.115 -1.115
C -0.148 -1.352 -0.805
C -0.386 -2.375 -1.867
C -0.919 -3.614 -1.528
C -1.109 -3.960 -0.163
N -1.957 -5.001 0.174
C -3.039 -5.395 -0.752
C -4.356 -5.333 -0.028
F -5.440 -5.429 -0.845
F -4.453 -6.322 0.916
F -4.457 -4.137 0.657
C -1.674 -5.914 1.214
C -1.660 -5.493 2.554
C -1.513 -6.435 3.572
C -1.367 -7.788 3.257
C -1.384 -8.212 1.925
C -1.541 -7.280 0.903
C -0.408 -3.203 0.815
C 0.184 -2.002 0.484
C 0.515 1.042 1.161
C 1.320 1.361 2.227
H 3.488 0.562 5.247
H 1.865 0.662 4.474
H 5.043 -0.377 4.666
H 7.512 -0.340 4.755
H 8.791 1.335 3.406
H 7.552 3.051 2.077
H 5.063 2.946 1.925
H 4.356 1.038 0.722
H 2.913 0.691 -1.224
H 0.236 0.345 -2.163
H -0.256 -2.094 -2.905
H -1.258 -4.303 -2.304
H -3.110 -4.714 -1.602
H -2.889 -6.432 -1.070
H -1.800 -4.432 2.770
H -1.516 -6.096 4.608
H -1.245 -8.518 4.058
H -1.275 -9.267 1.674
H -1.544 -7.591 -0.143
H -0.332 -3.602 1.826
H 0.831 -1.510 1.202
H -0.559 0.947 1.317
H 0.866 1.699 3.157
```

Its HOMO-LUMO gap is 5.39 eV. The calculation puts the energy above the lowest of the compared OMol25 structures with the same formula, charge and spin at 44.7 kcal/mol. The total charge is 0. The spin multiplicity is 1. The LUMO energy comes out at -0.41 eV. The calculation puts the total energy at -100601.019 eV. The calculation puts the HOMO energy at -5.80 eV.

=====

[2]
Computed, not measured: a molecular structure, C47H41CeF3N4O9P2S2, with the ωB97M-V functional and the def2-TZVPD basis.

Structure (XYZ):
```
109
Properties=species:S:1:pos:R:3
Ce 0.586 1.151 0.615
C 0.849 0.638 5.410
O -0.550 0.540 5.650
C -1.477 1.165 4.856
C -2.543 1.702 5.547
C -3.658 2.228 4.897
C -3.702 2.207 3.528
C -2.630 1.692 2.785
C -2.763 1.684 1.355
N -1.891 1.248 0.508
N -2.323 1.290 -0.823
C -1.366 1.478 -1.677
O -0.111 1.656 -1.351
C -1.691 1.462 -3.120
C -0.706 1.865 -4.023
C -0.952 1.817 -5.386
C -2.174 1.353 -5.851
C -3.159 0.957 -4.954
C -2.926 1.021 -3.592
C -1.471 1.185 3.432
O -0.454 0.772 2.714
H 1.318 0.031 6.182
H 1.194 1.667 5.517
H 1.141 0.266 4.434
H -2.493 1.694 6.629
H -4.478 2.639 5.468
H -4.571 2.587 3.003
H -3.701 2.074 0.962
H 0.240 2.232 -3.643
H -0.192 2.152 -6.079
H -2.363 1.309 -6.916
H -4.111 0.601 -5.325
H -3.690 0.744 -2.879
C -0.580 -3.866 0.156
N -0.257 -2.446 0.192
P -0.103 -1.505 1.621
C 1.174 -2.467 2.527
C 0.945 -3.481 3.452
C 2.014 -4.135 4.048
C 3.318 -3.789 3.728
C 3.558 -2.792 2.792
C 2.492 -2.135 2.203
C -1.652 -1.852 2.512
C -2.819 -2.047 1.776
C -4.031 -2.230 2.420
C -4.093 -2.189 3.806
C -2.943 -1.950 4.544
C -1.728 -1.780 3.901
P -0.276 -1.383 -1.156
C -1.436 -2.260 -2.267
C -2.788 -1.958 -2.109
C -3.751 -2.658 -2.817
C -3.368 -3.658 -3.699
C -2.022 -3.948 -3.875
C -1.056 -3.253 -3.164
C 1.332 -1.698 -1.975
C 1.586 -1.004 -3.162
C 2.826 -1.092 -3.771
C 3.829 -1.864 -3.195
C 3.584 -2.554 -2.016
C 2.339 -2.469 -1.404
H -0.462 -4.281 1.157
H 0.091 -4.398 -0.521
H -1.607 -4.043 -0.169
H -0.065 -3.768 3.711
H 1.829 -4.920 4.770
H 4.149 -4.288 4.210
H 4.574 -2.522 2.533
H 2.673 -1.344 1.484
H -2.774 -2.050 0.693
H -4.933 -2.392 1.844
H -5.040 -2.335 4.311
H -2.994 -1.871 5.623
H -0.841 -1.565 4.483
H -3.071 -1.153 -1.437
H -4.800 -2.424 -2.685
H -4.116 -4.207 -4.256
H -1.723 -4.724 -4.567
H -0.008 -3.484 -3.310
H 0.803 -0.390 -3.596
H 3.015 -0.554 -4.691
H 4.803 -1.924 -3.665
H 4.361 -3.163 -1.572
H 2.151 -3.003 -0.480
F 0.073 3.315 1.500
C 0.935 3.464 2.594
F 1.391 4.695 2.529
F 0.207 3.354 3.677
S 2.480 2.357 2.491
O 3.062 2.547 3.771
O 3.095 2.943 1.332
O 2.058 0.979 2.170
N 2.765 1.191 -0.883
C 2.802 2.333 -1.794
C 3.608 2.298 -2.923
C 3.702 3.415 -3.737
C 3.005 4.570 -3.413
C 2.202 4.607 -2.287
C 2.088 3.483 -1.486
S 3.232 6.027 -4.460
O 4.475 6.577 -3.943
O 3.325 5.458 -5.796
O 2.048 6.832 -4.211
H 3.195 0.400 -1.357
H 3.386 1.459 -0.115
H 4.160 1.393 -3.156
H 4.311 3.427 -4.633
H 1.653 5.516 -2.073
H 1.449 3.516 -0.608
```

Its HOMO-LUMO gap is 4.44 eV. The total charge is 0. The spin multiplicity is 1. The LUMO energy comes out at -2.82 eV. The calculation puts the total energy at -135122.289 eV. The calculation puts the HOMO energy at -7.26 eV.

=====

[3]
Computed, not measured: a molecular structure, C47H41ClN6O12TeTi, with the ωB97M-V functional and the def2-TZVPD basis.

Structure (XYZ):
```
109
Properties=species:S:1:pos:R:3
Ti 0.027 0.104 0.459
C -2.969 -3.472 -3.547
O -2.067 -2.387 -3.706
C -2.149 -1.655 -4.829
C -2.982 -1.977 -5.893
C -2.960 -1.218 -7.059
C -2.107 -0.133 -7.166
C -1.300 0.212 -6.087
C -1.315 -0.520 -4.910
N -0.449 -0.136 -3.862
C -0.725 -0.098 -2.519
N -2.012 0.108 -2.227
C -2.716 0.023 -0.998
C -2.105 0.116 0.249
C -2.990 0.010 1.340
C -4.361 -0.125 1.201
C -4.937 -0.177 -0.066
C -4.099 -0.105 -1.160
O -4.545 -0.182 -2.460
C -5.896 0.174 -2.693
N 0.244 -0.135 -1.627
C 1.565 -0.272 -2.200
C 2.437 0.811 -2.132
C 3.694 0.776 -2.714
C 4.099 -0.359 -3.401
C 3.245 -1.445 -3.482
C 1.989 -1.420 -2.886
O 1.214 -2.516 -3.106
C 0.474 -3.044 -1.997
H -2.754 -3.899 -2.573
H -2.818 -4.231 -4.318
H -4.004 -3.125 -3.569
H -3.629 -2.842 -5.828
H -3.610 -1.491 -7.885
H -2.082 0.459 -8.073
H -0.645 1.078 -6.145
H 0.499 0.087 -4.109
H -2.622 0.170 -3.022
H -2.599 0.030 2.352
H -4.995 -0.202 2.081
H -6.008 -0.293 -0.184
H -5.994 0.357 -3.759
H -6.164 1.076 -2.142
H -6.576 -0.632 -2.407
H 2.094 1.701 -1.621
H 4.350 1.634 -2.625
H 5.076 -0.403 -3.870
H 3.527 -2.350 -4.012
H 0.438 -4.124 -2.131
H -0.530 -2.644 -1.964
H 0.966 -2.804 -1.062
O 0.095 -3.987 4.477
C 0.216 -2.831 5.084
O 0.429 -2.752 6.271
C 0.120 -1.584 4.240
C 0.138 -0.305 4.744
Cl 0.160 0.203 6.362
N 0.018 0.570 3.724
N -0.087 -0.079 2.562
C -0.047 -1.378 2.852
C -0.358 -2.339 1.731
O -0.469 -3.549 1.966
O -0.568 -1.808 0.610
C -0.196 1.998 3.809
C -1.228 2.552 3.073
C -1.470 3.915 3.161
C -0.694 4.714 3.984
C 0.339 4.147 4.719
C 0.597 2.788 4.629
H -0.140 -3.881 3.495
H -1.838 1.930 2.435
H -2.263 4.349 2.563
H -0.875 5.783 4.030
H 0.966 4.766 5.350
H 1.423 2.352 5.172
Te -0.602 2.717 -0.477
C 0.161 4.568 0.218
C 1.490 4.769 0.594
C 1.932 6.019 1.023
C 1.055 7.096 1.079
C -0.270 6.910 0.694
C -0.711 5.660 0.269
H 2.187 3.940 0.538
H 2.971 6.148 1.312
H 1.398 8.070 1.410
H -0.967 7.742 0.723
H -1.750 5.518 -0.018
C 2.862 2.105 2.356
O 2.089 1.739 1.216
H 2.487 3.047 2.748
H 3.912 2.216 2.085
H 2.796 1.346 3.149
H 2.691 1.166 0.712
O 3.945 -0.224 0.791
C 3.056 -1.059 0.975
O 1.836 -0.969 0.608
C 3.395 -2.304 1.760
C 4.365 -2.232 2.750
C 4.629 -3.330 3.559
C 3.952 -4.522 3.354
C 3.020 -4.585 2.337
C 2.714 -3.493 1.549
N 2.341 -5.875 2.069
O 2.474 -6.763 2.880
O 1.702 -5.973 1.053
H 4.898 -1.297 2.878
H 5.366 -3.258 4.350
H 4.131 -5.399 3.962
H 1.951 -3.579 0.793
```

Its HOMO-LUMO gap (alpha / beta) is 6.17 / 6.17 eV. The calculation puts the energy above the lowest of the compared OMol25 structures with the same formula, charge and spin at 0.0 kcal/mol. The total charge is -1. The spin multiplicity is 2. The LUMO energy (alpha / beta) comes out at 2.03 / 2.02 eV. The calculation puts the total energy at -125848.672 eV. The calculation puts the HOMO energy (alpha / beta) at -4.14 / -4.15 eV.